(1)
{
  "formula": "C4H9NO3PS",
  "method": "ωB97M-V/def2-TZVPD",
  "elements": ["O", "P", "O", "O", "C", "C", "C", "N", "C", "S", "H", "H", "H", "H", "H", "H", "H", "H", "H"],
  "coordinates": [[-1.898, 0.069, -1.976], [-0.935, -1.185, -2.006], [-1.807, -2.710, -2.128], [0.067, -1.108, -3.468], [0.156, -1.222, -0.393], [0.198, 0.235, 0.356], [1.175, 0.412, 1.702], [0.924, 1.884, 2.089], [-0.365, 2.368, 1.863], [-1.346, 0.911, 1.188], [-2.063, -2.954, -1.174], [0.225, -0.118, -3.650], [1.251, -1.448, -0.779], [-0.156, -2.098, 0.317], [0.500, 1.101, -0.370], [2.295, 0.254, 1.398], [0.944, -0.412, 2.505], [1.623, 2.558, 2.474], [-0.788, 3.465, 2.052]],
  "lowdin_charge": [-0.386, 0.732, -0.197, -0.213, -0.213, -0.533, -0.156, -0.031, -0.176, 0.954, 0.098, 0.105, 0.125, 0.115, 0.132, 0.152, 0.155, 0.174, 0.167],
  "de_lowest_ev": 4.127,
  "total_charge": 1,
  "total_energy_ha": -1177.53187
}

---

(2)
{
  "formula": "C4H9NO4",
  "method": "ωB97M-V/def2-TZVPD",
  "elements": ["O", "C", "C", "C", "N", "C", "O", "O", "H", "H", "H", "H", "H", "H", "H", "O", "H", "H"],
  "coordinates": [[-2.360, 1.071, -0.587], [-1.524, 0.219, -0.734], [-0.589, -0.235, 0.350], [0.787, 0.397, 0.011], [1.932, -0.484, 0.052], [2.117, -1.475, -0.852], [2.984, -2.309, -0.855], [1.180, -1.419, -1.859], [-1.304, -0.175, -1.742], [-0.480, -1.314, 0.441], [-0.932, 0.126, 1.313], [0.954, 1.189, 0.732], [0.785, 0.888, -0.955], [2.473, -0.596, 0.891], [1.170, -2.321, -2.214], [-2.200, 2.416, 2.189], [-2.334, 1.503, 2.475], [-2.658, 2.518, 1.345]],
  "lowdin_charge": [0.057, -0.262, -0.120, -0.167, 0.080, -0.608, 0.092, 0.081, 0.127, 0.120, 0.093, 0.129, 0.121, 0.151, 0.129, -0.070, 0.026, 0.022],
  "smiles": "O=CCCNC(=O)O.O",
  "de_lowest_ev": 0.862,
  "total_energy_ha": -513.54587
}

---

(3)
{
  "formula": "C4H9NO4S2",
  "method": "ωB97M-V/def2-TZVPD",
  "elements": ["C", "C", "C", "C", "N", "O", "O", "O", "O", "S", "S", "H", "H", "H", "H", "H", "H", "H", "H", "H"],
  "coordinates": [[1.413, 0.546, 0.184], [0.878, 1.083, 1.494], [1.979, 1.333, -0.717], [-1.728, 0.149, -1.113], [-1.090, -1.501, 1.091], [2.959, -1.561, 0.085], [1.285, -1.349, -1.652], [-3.084, 0.024, 0.941], [-3.003, -2.176, -0.394], [1.461, -1.379, -0.132], [-2.282, -0.982, 0.234], [-0.125, 0.765, 1.900], [1.546, 0.707, 2.342], [0.909, 2.288, 1.307], [2.680, 0.936, -1.463], [-0.784, -2.428, 0.812], [1.978, 2.461, -0.795], [-1.415, 1.179, -0.780], [-0.892, -0.271, -1.696], [-2.685, 0.176, -1.648]],
  "lowdin_charge": [-0.481, -0.154, -0.094, -0.196, -0.305, -0.634, -0.603, -0.467, -0.488, 0.675, 0.398, 0.044, 0.074, 0.093, 0.041, -0.047, 0.043, 0.057, 0.022, 0.024],
  "de_lowest_ev": 1.637,
  "total_charge": -2,
  "total_energy_ha": -1309.79666
}

---

(4)
{
  "formula": "C4H9NO5",
  "method": "ωB97M-V/def2-TZVPD",
  "elements": ["N", "O", "C", "C", "O", "C", "C", "O", "O", "O", "H", "H", "H", "H", "H", "H", "H", "H", "H"],
  "coordinates": [[0.917, -0.526, -1.013], [0.723, -0.433, 0.177], [-3.748, -0.345, -4.655], [-2.347, -0.540, -4.111], [-1.960, 0.920, -3.959], [-0.584, 1.112, -3.906], [-0.256, 2.535, -4.247], [-0.346, 2.737, -5.665], [-0.080, 0.892, -2.588], [-0.640, -0.360, -2.181], [-4.268, -1.356, -4.586], [-4.298, 0.419, -4.129], [-3.647, -0.033, -5.718], [-2.232, -1.051, -3.126], [-1.651, -1.001, -4.853], [0.029, 0.423, -4.552], [-1.049, 3.144, -3.784], [0.769, 2.805, -3.890], [-0.176, 3.674, -5.926]],
  "lowdin_charge": [0.220, 0.098, -0.086, -0.197, -0.089, -0.415, -0.178, -0.072, -0.149, -0.167, 0.094, 0.068, 0.085, 0.106, 0.127, 0.173, 0.134, 0.140, 0.107],
  "de_lowest_ev": 8.610,
  "total_energy_ha": -588.48175
}

---

(5)
{
  "formula": "C4H9NO5",
  "method": "ωB97M-V/def2-TZVPD",
  "elements": ["C", "C", "C", "C", "N", "O", "O", "O", "O", "O", "H", "H", "H", "H", "H", "H", "H", "H", "H"],
  "coordinates": [[-0.768, -1.829, -0.212], [2.311, -1.120, 0.787], [-2.258, 1.867, 0.196], [-0.337, 0.495, -0.221], [0.877, 0.433, -0.791], [1.390, 1.804, -1.069], [1.755, -0.497, -0.876], [-1.229, -0.466, -0.093], [1.278, -0.888, 1.563], [-0.807, 1.702, 0.034], [0.084, -2.051, -0.972], [-1.738, -2.328, -0.495], [-0.609, -2.250, 0.693], [2.495, -2.073, 0.326], [2.196, 1.868, -0.606], [3.186, -0.476, 1.052], [-2.525, 1.636, 1.273], [-2.740, 1.251, -0.690], [-2.564, 2.921, 0.101]],
  "lowdin_charge": [-0.016, -0.197, 0.002, -0.345, -0.130, 0.074, -0.110, 0.005, -0.176, -0.004, 0.140, 0.113, 0.044, 0.082, 0.076, 0.097, 0.115, 0.141, 0.088],
  "de_lowest_ev": 7.334,
  "total_energy_ha": -588.52865
}

---

(6)
{
  "formula": "C4H9NO5",
  "method": "ωB97M-V/def2-TZVPD",
  "elements": ["C", "C", "C", "C", "N", "O", "O", "O", "O", "O", "H", "H", "H", "H", "H", "H", "H", "H", "H"],
  "coordinates": [[-0.482, -0.120, 0.484], [1.035, 0.126, 0.259], [2.025, -0.978, 0.194], [-0.957, 0.902, -0.577], [-0.862, -1.460, 0.160], [-0.869, 0.230, 1.800], [1.450, 1.308, 0.499], [0.224, 0.431, -1.618], [-2.173, 0.607, -1.133], [-0.724, 2.129, -0.241], [-0.993, 1.190, 1.830], [0.565, 1.970, 0.239], [-0.051, -0.439, -1.945], [-2.508, 1.435, -1.507], [-1.866, -1.496, 0.027], [-0.618, -2.087, 0.919], [2.191, -1.337, 1.214], [2.968, -0.607, -0.202], [1.647, -1.804, -0.401]],
  "lowdin_charge": [-0.475, -0.277, 0.026, -0.614, 0.134, 0.055, 0.112, -0.008, 0.101, -0.015, 0.109, 0.130, 0.091, 0.130, 0.100, 0.102, 0.111, 0.102, 0.088],
  "de_lowest_ev": 1.408,
  "total_energy_ha": -588.74640
}

---

(7)
{
  "formula": "C4H9NOS",
  "method": "ωB97M-V/def2-TZVPD",
  "elements": ["C", "C", "C", "O", "N", "C", "S", "H", "H", "H", "H", "H", "H", "H", "H", "H"],
  "coordinates": [[-0.736, 0.060, -1.426], [-0.806, 0.084, 0.107], [-1.341, 1.315, 0.683], [-1.608, 2.330, 0.109], [0.759, -0.250, 0.824], [1.189, -1.568, 0.538], [1.869, 0.987, 0.139], [0.347, 0.123, -1.680], [-1.281, -0.654, -2.203], [-1.097, 1.130, -1.739], [-1.327, -0.775, 0.460], [-1.275, 1.123, 1.783], [1.982, -1.797, 1.203], [0.374, -2.197, 0.712], [1.593, -1.751, -0.520], [1.360, 1.841, 1.011]],
  "lowdin_charge": [-0.106, -0.306, -0.300, 0.080, -0.458, -0.234, 0.764, 0.020, 0.115, 0.095, 0.111, 0.134, 0.066, 0.060, 0.101, -0.143],
  "smiles": "C[C@H](C=O)N(C)S",
  "de_lowest_ev": 3.722,
  "total_energy_ha": -685.88218
}

---

(8)
{
  "formula": "C4H9NOS",
  "method": "ωB97M-V/def2-TZVPD",
  "elements": ["C", "C", "C", "C", "N", "O", "S", "H", "H", "H", "H", "H", "H", "H", "H", "H"],
  "coordinates": [[-0.698, 0.184, 0.294], [-2.052, -0.411, 0.411], [-0.649, 1.663, 0.138], [2.816, -1.356, -0.219], [0.296, -0.566, 0.541], [2.131, 1.061, -1.054], [2.135, 0.319, 0.226], [-2.630, -0.239, -0.533], [-1.831, -1.424, 0.575], [-2.651, 0.168, 1.065], [-1.036, 2.405, 0.855], [0.355, 1.923, -0.115], [-1.057, 1.919, -0.827], [2.537, -1.370, -1.395], [2.118, -2.045, 0.268], [3.886, -1.455, 0.076]],
  "lowdin_charge": [-0.511, -0.046, -0.067, -0.275, -0.012, -0.566, 0.888, 0.105, 0.059, 0.072, 0.103, 0.009, 0.085, 0.103, 0.010, 0.044],
  "de_lowest_ev": 3.354,
  "total_energy_ha": -685.89567
}

---

(9)
{
  "formula": "C4H9NOS",
  "method": "ωB97M-V/def2-TZVPD",
  "elements": ["C", "C", "C", "O", "C", "N", "S", "H", "H", "H", "H", "H", "H", "H", "H", "H"],
  "coordinates": [[0.977, 0.810, -0.644], [0.506, -0.272, 0.211], [1.365, -1.413, 0.177], [-0.845, -0.675, -0.159], [-1.990, -0.138, 0.046], [-1.710, 1.119, 0.473], [-3.558, -0.686, -0.232], [1.371, 0.319, -1.554], [0.191, 1.460, -0.916], [1.871, 1.323, -0.292], [0.338, -0.027, 1.363], [2.471, -1.245, 0.101], [1.278, -1.917, 1.140], [1.135, -2.110, -0.671], [-2.485, 1.713, 0.767], [-0.914, 1.738, 0.191]],
  "lowdin_charge": [-0.047, -0.465, -0.072, -0.064, -0.981, 0.065, 0.584, 0.112, 0.055, 0.106, 0.190, 0.111, 0.088, 0.120, 0.099, 0.100],
  "smiles": "CC(C)OC(N)=S",
  "de_lowest_ev": 2.137,
  "total_energy_ha": -685.94042
}

---

(10)
{
  "formula": "C4H9NOS",
  "method": "ωB97M-V/def2-TZVPD",
  "elements": ["C", "C", "C", "S", "N", "C", "O", "H", "H", "H", "H", "H", "H", "H", "H", "H"],
  "coordinates": [[1.430, 0.734, 0.472], [0.289, -0.043, 0.044], [-0.858, 0.051, 1.131], [-1.581, 1.755, 0.916], [0.717, -1.524, -0.175], [0.938, -1.863, -1.481], [0.697, -1.227, -2.481], [2.277, 1.039, -0.065], [1.935, 0.260, 1.372], [1.164, 1.657, 1.084], [-0.160, 0.131, -0.975], [-1.788, -0.548, 0.837], [-0.467, -0.339, 2.040], [-1.129, 2.163, 2.046], [0.947, -2.189, 0.590], [1.133, -3.039, -1.518]],
  "lowdin_charge": [-0.113, -0.433, -0.462, 0.731, 0.039, -0.402, 0.009, 0.063, 0.103, 0.080, 0.136, 0.079, 0.067, -0.191, 0.145, 0.149],
  "smiles": "C[C@H](CS)NC=O",
  "de_lowest_ev": 1.940,
  "total_energy_ha": -685.94764
}

---

(11)
{
  "formula": "C4H9NOS",
  "method": "ωB97M-V/def2-TZVPD",
  "elements": ["C", "C", "C", "S", "C", "N", "O", "H", "H", "H", "H", "H", "H", "H", "H", "H"],
  "coordinates": [[-0.434, -1.167, -1.335], [-0.354, -0.104, -0.166], [-0.444, -0.933, 1.415], [-1.564, 1.188, -0.313], [1.145, 0.534, -0.104], [1.114, 1.705, 0.543], [2.067, -0.055, -0.612], [-1.444, -1.080, -1.745], [0.455, -0.791, -1.925], [-0.271, -2.054, -0.886], [0.404, -1.622, 1.456], [-1.405, -1.498, 1.262], [-0.424, -0.146, 2.118], [-0.898, 1.814, -1.334], [0.184, 1.837, 0.910], [1.869, 2.372, 0.716]],
  "lowdin_charge": [-0.079, -0.724, -0.008, 0.780, -0.587, 0.124, 0.051, 0.065, 0.097, 0.021, 0.071, 0.079, 0.030, -0.069, 0.018, 0.131],
  "smiles": "CC(C)(S)C(N)=O",
  "de_lowest_ev": 1.609,
  "total_energy_ha": -685.95980
}

---

(12)
{
  "formula": "C4H9NOS2",
  "method": "ωB97M-V/def2-TZVPD",
  "elements": ["S", "S", "C", "C", "C", "O", "N", "C", "H", "H", "H", "H", "H", "H", "H", "H", "H"],
  "coordinates": [[0.914, -2.521, 1.648], [0.687, -0.720, 2.640], [0.790, 0.602, 1.352], [-0.225, 0.543, 0.222], [-0.707, 1.966, -0.026], [-1.017, 2.374, -1.208], [0.370, 0.006, -0.991], [-0.333, -1.034, -1.709], [-0.319, -2.647, 1.126], [1.798, 0.681, 0.961], [0.587, 1.465, 1.998], [-1.086, -0.104, 0.446], [-0.758, 2.639, 0.842], [0.687, 0.734, -1.610], [0.008, -2.019, -1.374], [-1.414, -0.962, -1.573], [0.016, -1.003, -2.742]],
  "lowdin_charge": [0.231, 0.348, -0.529, -0.481, -0.390, -0.228, -0.108, -0.157, -0.215, 0.066, 0.039, 0.109, 0.045, 0.090, 0.035, 0.073, 0.070],
  "de_lowest_ev": 0.952,
  "s_squared": 0.754,
  "total_charge": -1,
  "multiplicity": 2,
  "total_energy_ha": -1084.13411
}

---

(13)
{
  "formula": "C4H9NP2",
  "method": "ωB97M-V/def2-TZVPD",
  "elements": ["P", "N", "P", "C", "C", "C", "C", "H", "H", "H", "H", "H", "H", "H", "H", "H"],
  "coordinates": [[-3.073, 0.963, 0.112], [-2.380, -0.471, -0.512], [-1.035, -1.102, 0.043], [0.587, -0.258, 0.163], [0.826, 1.040, -0.076], [2.316, 0.872, -0.094], [2.051, -0.637, 0.150], [-4.085, 0.358, 0.885], [-3.943, 1.103, -0.972], [-1.089, -1.768, 1.281], [-0.788, -2.171, -0.804], [0.194, 1.898, -0.220], [2.782, 1.102, -1.052], [2.851, 1.389, 0.698], [2.448, -1.038, 1.078], [2.337, -1.280, -0.680]],
  "lowdin_charge": [0.575, -0.665, 0.695, -0.382, -0.082, -0.166, -0.165, -0.151, -0.149, -0.015, -0.006, 0.090, 0.108, 0.106, 0.102, 0.105],
  "smiles": "PN=[PH2]C1=CCC1",
  "de_lowest_ev": 0.000,
  "total_energy_ha": -895.16434
}

---

(14)
{
  "formula": "C4H9NS",
  "method": "ωB97M-V/def2-TZVPD",
  "elements": ["C", "C", "C", "C", "H", "H", "H", "H", "H", "H", "H", "H", "H", "N", "S"],
  "coordinates": [[-2.999, -0.371, -0.085], [-0.692, -0.400, 0.553], [0.819, 0.114, 0.159], [0.925, 1.698, 0.010], [-3.186, -1.502, 0.034], [-3.743, -0.235, -1.022], [-3.376, 0.220, 0.770], [-1.517, 0.164, -1.229], [-1.048, 0.005, 1.652], [-0.578, -1.423, 0.709], [-0.633, 2.038, -0.203], [1.712, 2.504, -0.816], [1.254, 2.243, 1.316], [-1.732, 0.264, -0.353], [2.182, -0.757, -0.160]],
  "lowdin_charge": [-0.177, -0.208, -0.854, -0.251, 0.093, 0.118, 0.075, 0.016, 0.162, 0.056, 0.188, 0.139, 0.147, -0.148, 0.644],
  "de_lowest_ev": 7.189,
  "total_energy_ha": -610.48949
}

---

(15)
{
  "formula": "C4H9NS",
  "method": "ωB97M-V/def2-TZVPD",
  "elements": ["C", "C", "C", "C", "N", "S", "H", "H", "H", "H", "H", "H", "H", "H", "H"],
  "coordinates": [[-0.531, 2.070, 1.040], [-0.251, -0.824, 1.452], [1.249, -0.442, -0.704], [0.476, -0.006, 0.288], [0.351, 1.349, 0.463], [-2.299, 0.021, -1.122], [-0.293, 3.140, 1.303], [-1.517, 1.586, 1.252], [0.266, -0.436, 2.284], [-0.032, -1.855, 1.325], [-1.258, -0.595, 1.414], [-3.417, 0.414, -1.972], [1.616, 0.245, -1.363], [1.875, -1.360, -0.942], [-3.107, 0.071, 0.013]],
  "lowdin_charge": [-0.135, -0.022, 0.051, -0.444, 0.016, 0.476, 0.072, 0.047, 0.066, 0.065, 0.000, -0.136, 0.022, 0.093, -0.171],
  "de_lowest_ev": 2.587,
  "s_squared": 2.028,
  "multiplicity": 3,
  "total_energy_ha": -610.54165
}